The following is a quantum chemistry calculation of a structure of composition C10H12ClNO4Ru, from OMol25.

The total energy comes out at -35327.1031 eV. The total charge is +2. Its expectation value of S² is 6.02. As for the LUMO energy (spin up / spin down): -9.2 / -11.6 eV. For the max |F|, the calculation gives 6.44 eV/Å. The spin multiplicity is 5.

Last column: Löwdin spin population.
Element x y z (Å)
Cl1 -3.4138 -1.4660 1.7865  0.99
C1 0.5965 -1.4744 -1.6001  0.37
C2 1.5291 -0.3655 -1.5902  0.07
C3 0.7329 0.8564 -1.8084  0.23
H1 2.6093 -0.4354 -1.7103  0.01
C4 -0.6414 0.4438 -1.9639  0.22
C5 -0.6785 -0.9642 -1.8917  0.10
H2 -1.5898 -1.5436 -2.0106  0.00
H3 0.8472 -2.5311 -1.4990  0.01
H4 1.1345 1.8407 -2.0602  0.01
C6 -1.8162 1.3249 -2.1430  0.03
Ru1 0.9385 0.4894 0.2847  1.32
C7 2.4995 1.0681 1.1600  0.08
C8 1.0258 -1.2080 1.0729  0.10
O1 3.3973 1.4288 1.8061  0.11
O2 1.0381 -2.2785 1.5336  0.05
H5 -1.8315 2.0779 -1.3346  0.01
H6 -2.7461 0.7309 -2.0683  0.00
H7 -1.8184 1.8448 -3.1121  0.01
N1 -2.3116 0.7330 3.4375  0.00
C9 -1.0462 1.1842 2.8496  0.02
C10 -1.3730 1.9930 1.5943  0.01
O3 -2.4478 2.5977 1.5670  0.04
O4 -0.4514 2.0183 0.6590  0.18
H8 -2.9882 1.4795 3.4603  0.00
H9 -2.1557 0.3516 4.3565  0.00
H10 -2.7319 -0.1062 2.8143  0.01
H11 -0.5205 1.8617 3.5328  0.00
H12 -0.4258 0.3184 2.6204  0.01